Record 1
Molecular formula: C16H19ClN6O4ReS2
Method: DFT, ωB97M-V/def2-TZVPD

XYZ file:
```
49
Properties=species:S:1:pos:R:3
Re -0.239 -0.419 0.394
C -2.541 -1.035 4.422
C -2.128 -0.873 2.983
S -0.460 -0.695 2.655
C -3.027 -0.896 1.943
C -4.512 -1.056 2.132
S -2.477 -0.783 0.331
H -1.664 -1.093 5.064
H -3.135 -1.937 4.568
H -3.140 -0.184 4.753
H -4.776 -1.222 3.174
H -4.886 -1.897 1.547
H -5.036 -0.162 1.788
O 0.498 -4.182 -1.208
C 0.324 -3.005 -0.983
O 0.448 -2.410 0.164
C 0.068 -2.052 -2.131
C -0.081 -2.553 -3.437
C -0.181 -1.671 -4.465
C -0.027 -0.289 -4.213
C 0.014 0.666 -5.257
C 0.268 1.977 -4.983
C 0.503 2.387 -3.653
C 0.436 1.493 -2.624
C 0.141 0.138 -2.879
N 0.092 -0.765 -1.835
H -0.115 -3.625 -3.561
H -0.328 -2.011 -5.484
H -0.138 0.329 -6.275
H 0.306 2.703 -5.784
H 0.726 3.424 -3.443
H 0.617 1.806 -1.609
N 2.120 -0.421 0.343
N 3.192 0.336 0.866
C 3.110 1.061 2.030
N 4.292 1.498 2.483
N 1.901 1.241 2.505
N 1.749 1.950 3.685
O 2.712 2.351 4.344
O 0.606 2.188 3.983
H 2.169 -1.381 0.688
H 2.256 -0.459 -0.663
H 4.106 -0.003 0.614
H 5.150 1.246 2.029
H 4.279 1.988 3.366
Cl -1.902 2.362 -0.628
C -0.605 1.689 0.477
H -0.958 1.932 1.476
H 0.273 2.313 0.308
```

For the electronic energy, the calculation gives -2585.37538 hartree. Its max |F| is 0.98 eV/Å. The calculation puts the energy above the lowest of the compared OMol25 structures with the same formula, charge and spin at 58.55 kJ/mol. As for the multiplicity: 2.

Atom charges from the Löwdin analysis, given in e for atoms 1 to 2: Re 0.88; C -0.12

Record 2
Molecular formula: C6H12O
Method: DFT, ωB97M-V/def2-TZVPD

XYZ file:
```
19
Properties=species:S:1:pos:R:3
C 0.460 1.851 -0.890
C 0.090 0.695 0.049
O 0.273 1.196 1.388
C -1.288 -0.038 0.112
C -0.889 -1.419 0.663
C 0.350 -1.761 -0.167
C 1.122 -0.434 -0.179
H -0.247 2.684 -0.955
H 0.718 1.529 -1.903
H 1.379 2.231 -0.431
H -0.416 1.867 1.500
H -1.951 0.500 0.800
H -1.818 -0.147 -0.845
H -0.594 -1.310 1.714
H -1.683 -2.170 0.607
H 0.048 -2.033 -1.189
H 0.943 -2.594 0.224
H 1.646 -0.275 -1.126
H 1.856 -0.371 0.628
```

For the electronic energy, the calculation gives -311.04671 hartree. Its max |F| is 0.36 eV/Å. The calculation puts the energy above the lowest of the compared OMol25 structures with the same formula, charge and spin at 32.98 kJ/mol. As for the structure (SMILES): CC1(O)CCCC1.

Atom charges from the Löwdin analysis, given in e for atoms 1 to 2: C -0.03; C -0.54

Record 3
Molecular formula: C23H16BCl3N13O4Sr
Method: DFT, ωB97M-V/def2-TZVPD

XYZ file:
```
61
Properties=species:S:1:pos:R:3
Sr -0.688 0.253 0.122
C -0.269 -3.550 -2.780
C -0.618 -2.225 -2.507
N -0.408 -1.938 -1.227
N 0.091 -3.061 -0.656
C 0.176 -4.045 -1.574
B 0.368 -3.041 0.864
N 1.509 -2.029 1.224
C 2.666 -2.370 1.834
C 3.459 -1.249 1.930
C 2.699 -0.241 1.336
N 1.533 -0.711 0.909
N -0.974 -2.707 1.592
C -1.906 -3.612 1.957
C -2.993 -2.944 2.472
C -2.645 -1.596 2.363
N -1.437 -1.456 1.827
N 0.843 -4.404 1.382
C 0.794 -4.848 2.666
C 1.634 -5.926 2.775
C 2.186 -6.063 1.487
N 1.723 -5.141 0.663
H -0.331 -4.073 -3.718
H -1.024 -1.471 -3.164
H 0.562 -5.011 -1.305
H 2.865 -3.379 2.149
H 4.442 -1.176 2.361
H 2.941 0.801 1.194
H -1.736 -4.667 1.830
H -3.899 -3.369 2.865
H -3.214 -0.724 2.649
H 0.186 -4.359 3.407
H 1.820 -6.525 3.649
H 2.895 -6.792 1.129
N -2.082 1.385 -1.626
C -2.664 2.084 -2.363
N -3.339 2.684 -3.279
C -3.621 3.967 -3.146
N -3.914 5.088 -3.116
Cl 2.790 -0.661 -4.333
C 3.111 -0.520 -2.600
Cl 2.944 -2.082 -1.808
Cl 4.729 0.148 -2.324
C 2.138 0.419 -2.029
N 1.406 1.171 -1.570
O -1.405 3.800 2.846
C -1.038 3.495 1.637
O -0.737 2.323 1.427
C -0.985 4.602 0.674
C -0.084 4.520 -0.386
C -0.017 5.555 -1.296
C -0.850 6.644 -1.116
C -1.749 6.747 -0.074
C -1.817 5.710 0.837
N -0.795 7.740 -2.107
O -0.130 7.554 -3.102
O -1.400 8.756 -1.843
H 0.543 3.644 -0.495
H 0.644 5.526 -2.149
H -2.398 7.606 -0.014
H -2.530 5.743 1.649
```

For the electronic energy, the calculation gives -3335.04400 hartree. Its max |F| is 0.75 eV/Å. The calculation puts the energy above the lowest of the compared OMol25 structures with the same formula, charge and spin at 31.83 kJ/mol. As for the multiplicity: 2.

Atom charges from the Löwdin analysis, given in e for atoms 1 to 2: Sr 1.39; C -0.06

Record 4
Molecular formula: C5H14
Method: DFT, ωB97M-V/def2-TZVPD

XYZ file:
```
19
Properties=species:S:1:pos:R:3
C 1.244 -0.884 1.825
C 0.178 -1.564 0.978
C 0.778 -2.231 -0.287
H 2.245 -1.206 1.516
H 1.275 -1.064 2.902
H 1.165 0.204 1.772
H -0.314 -2.370 1.527
H -0.584 -0.861 0.654
H -0.024 -2.469 -0.993
H 1.464 -1.565 -0.802
H 1.162 -3.205 0.012
C -0.880 2.941 -1.072
C -1.255 1.459 -1.250
H -0.853 3.445 -2.034
H -1.734 3.354 -0.542
H 0.012 2.978 -0.459
H -1.340 0.953 -0.282
H -0.400 0.897 -1.646
H -2.138 1.188 -1.819
```

For the electronic energy, the calculation gives -198.87142 hartree. Its max |F| is 2.09 eV/Å. The calculation puts the energy above the lowest of the compared OMol25 structures with the same formula, charge and spin at 46.58 kJ/mol. As for the structure (SMILES): CCC.CC.

Atom charges from the Löwdin analysis, given in e for atoms 1 to 2: C -0.12; C -0.31

Record 5
Molecular formula: C2H16NO5
Method: DFT, ωB97M-V/def2-TZVPD

XYZ file:
```
24
Properties=species:S:1:pos:R:3
C 1.032 0.632 1.058
O 0.432 1.731 0.436
C 0.890 -0.549 0.027
N -0.686 -0.863 -0.164
H 0.453 0.468 2.013
H 2.056 0.952 1.224
H 0.981 2.394 0.173
H 1.250 -0.024 -0.886
H 1.414 -1.476 0.041
H -0.957 -0.061 -0.760
H -1.051 -0.662 0.814
H -0.888 -1.756 -0.554
H -1.021 -2.529 2.203
H 0.520 -2.313 2.314
O -0.353 -1.813 2.140
H -2.273 1.204 -2.320
H -1.606 2.274 -1.273
O -2.025 1.480 -1.373
H 2.619 3.696 0.269
H 2.555 3.660 -1.221
O 2.525 3.101 -0.510
H -2.585 -2.785 -1.273
H -1.510 -3.742 -1.546
O -1.771 -3.018 -0.833
```

For the electronic energy, the calculation gives -516.46992 hartree. Its max |F| is 6.25 eV/Å. The calculation puts the energy above the lowest of the compared OMol25 structures with the same formula, charge and spin at 166.43 kJ/mol. Its total charge is +1.

Atom charges from the Löwdin analysis, given in e for atoms 1 to 2: C -0.22; O -0.06

Record 6
Molecular formula: C3H6OSi
Method: DFT, ωB97M-V/def2-TZVPD

XYZ file:
```
11
Properties=species:S:1:pos:R:3
C -2.252 0.848 0.845
C -1.130 0.851 0.421
C 0.246 0.839 -0.083
Si 1.043 -0.875 0.112
O 1.085 -1.631 -1.371
H -3.278 0.934 1.112
H 0.239 1.149 -1.127
H 0.825 1.539 0.524
H 2.444 -0.693 0.544
H 0.353 -1.683 1.132
H 0.392 -1.331 -1.966
```

For the electronic energy, the calculation gives -482.60765 hartree. Its max |F| is 0.91 eV/Å. The calculation puts the energy above the lowest of the compared OMol25 structures with the same formula, charge and spin at 7.25 kJ/mol. As for the structure (SMILES): C#CC[SiH2]O.

Atom charges from the Löwdin analysis, given in e for atoms 1 to 2: C 0.09; C -0.25

Number 6 is which compound? C3H6OSi

The lowest max |F| belongs to which entry? C6H12O

energy above the lowest of the compared OMol25 structures with the same formula, charge and spin of number 5 (C2H16NO5)? 166.43 kJ/mol

Which of these has the lowest energy above the lowest of the compared OMol25 structures with the same formula, charge and spin? C3H6OSi